C22H17F4N9O3S3V | wB97M-V/def2-TZVPD

Results
Total charge: -2
Spin multiplicity: 4
Highest occupied orbital energy (alpha / beta) (eV): -1.587 / -1.684
ΔE to the lowest compared entry with this formula, charge and spin (kcal/mol): 16.1
Kohn-Sham gap (alpha / beta) (eV): 4.79 / 4.89

Geometry (Å):
1 V 0.559 -2.013 0.885
2 C -0.217 -0.467 6.481
3 O -0.500 -0.891 5.151
4 C 0.289 -0.502 4.120
5 O -0.036 -0.819 3.002
6 N 1.362 0.260 4.453
7 N 2.290 0.709 3.492
8 H -1.039 -0.827 7.090
9 H -0.165 0.620 6.548
10 H 0.710 -0.908 6.856
11 H 1.746 0.195 5.375
12 H 1.754 1.137 2.747
13 H 2.750 -0.097 3.071
14 S 4.842 -3.425 0.204
15 C 3.285 -2.909 0.445
16 S 2.733 -2.127 1.927
17 S 1.986 -3.086 -0.699
18 N 2.017 4.014 -0.053
19 C 0.971 3.220 0.363
20 C 1.103 1.818 0.399
21 N 0.112 1.040 0.768
22 C -1.032 1.628 1.128
23 C -1.146 3.000 1.122
24 N -0.152 3.807 0.743
25 H 2.686 3.584 -0.669
26 H 1.746 4.948 -0.313
27 H 2.024 1.344 0.070
28 H -1.855 0.980 1.407
29 H -2.072 3.482 1.415
30 F -3.580 0.083 -4.697
31 C -2.354 0.610 -4.517
32 C -1.900 1.479 -5.492
33 F -2.739 1.728 -6.517
34 C -0.661 2.117 -5.446
35 C 0.080 1.740 -4.326
36 C -0.380 0.859 -3.362
37 F 0.451 0.568 -2.341
38 C -1.628 0.279 -3.381
39 C -2.175 -0.565 -2.282
40 C -1.416 -1.153 -1.282
41 N -0.957 -1.650 -0.325
42 C -3.578 -0.707 -2.067
43 N -4.705 -0.829 -1.831
44 F 1.319 2.242 -4.139
45 C -0.195 3.077 -6.448
46 C -0.812 3.235 -7.722
47 N -1.263 3.388 -8.780
48 C 0.907 3.949 -6.223
49 N 1.780 4.698 -6.069
50 C 1.211 -5.299 1.733
51 O -0.082 -4.765 2.074
52 C -0.369 -3.517 1.774
53 C -1.798 -3.293 2.221
54 H 1.998 -4.685 2.161
55 H 1.331 -5.333 0.657
56 H 1.229 -6.300 2.157
57 H -2.171 -4.136 2.807
58 H -2.422 -3.160 1.334
59 H -1.870 -2.373 2.801

Löwdin population analysis, charges in e, atoms 1 to 4: atom 1 (V): 0.311, atom 2 (C): -0.073, atom 3 (O): -0.013, atom 4 (C): -0.550